Molecular formula: C13H19ClDySi
Method: DFT, ωB97M-V/def2-TZVPD

## Properties
**Kohn-Sham gap (spin up / spin down)**: 4.90 / 4.94 eV
**2S+1**: 6
**<S²>**: 9.36
**Charge**: -1
**E_LUMO (spin up / spin down)**: 2.20 / 2.23 eV
**Relative energy (zero: lowest compared OMol25 entry of this formula, charge and spin)**: 12.2 kJ/mol
**Highest occupied orbital energy (spin up / spin down)**: -2.71 / -2.70 eV

```
35
Properties=species:S:1:pos:R:3:forces:R:3
Dy 1.54718 -0.59619 0.86171 -0.872 1.765 -1.035
Cl 3.83972 -0.53723 0.05385 1.234 0.135 -0.312
Si -0.03873 1.87325 1.00316 1.150 -2.003 -0.795
C -0.66027 -1.78706 -3.43284 -0.059 0.557 0.186
C -1.71700 0.17249 -2.84980 0.311 -0.647 -0.346
C 0.28085 -1.95241 2.60160 -0.457 -0.711 -0.666
C -1.03554 3.03745 -0.05118 -0.095 0.172 -0.074
C 0.13598 -0.70312 -3.89913 -0.663 -0.029 0.593
C 0.02231 -2.59002 0.38404 -0.523 -0.867 1.433
C 1.42326 -2.73143 2.22694 -0.885 -0.508 -0.164
C -0.78914 1.76483 2.70288 -0.214 0.499 0.392
C 1.24736 -3.13927 0.86404 -0.849 -0.144 0.581
C -0.52995 0.50609 -3.55098 0.001 -0.558 0.247
C -0.58261 -1.85187 1.46010 0.203 -1.227 0.381
C -1.80805 -1.24884 -2.79138 0.586 0.535 -0.217
C 1.73557 2.58584 1.15641 -0.282 0.609 0.181
H -1.60611 -1.47641 1.47205 0.546 0.180 -0.166
H 1.83665 -3.87748 0.32580 0.117 0.466 0.097
H -2.06760 2.65430 -0.09614 0.308 0.259 -0.163
H -0.41585 -2.84192 -3.52306 -0.038 0.086 -0.049
H 2.17490 2.75275 0.15332 -0.130 -0.061 0.562
H 2.44849 1.99866 1.77754 -0.286 0.416 -0.264
H 2.16419 -3.13752 2.90937 0.089 0.398 -0.218
H -1.75684 1.25259 2.59758 0.218 0.150 0.241
H -0.94469 2.78768 3.08001 -0.135 -0.262 0.308
H -2.61453 -1.80826 -2.33654 -0.047 -0.068 0.012
H -1.03019 4.04221 0.40659 -0.108 -0.193 -0.224
H -0.14772 1.20005 3.39641 -0.260 0.169 -0.095
H -0.61185 3.08212 -1.06730 -0.306 -0.006 0.322
H -0.52334 -2.95624 -0.48155 0.439 0.773 -0.268
H 0.01822 -1.60743 3.59976 0.302 0.121 -0.266
H 1.10898 -0.79579 -4.36058 -0.004 0.053 -0.165
H -0.18195 1.50727 -3.77948 -0.009 -0.018 0.031
H -2.45156 0.86382 -2.45693 0.000 0.056 -0.023
H 1.52989 3.55707 1.64374 0.717 -0.096 -0.057
```
Positions in Å, forces in eV/Å.

Atomic partial charges in e from the Löwdin method, atoms 1 to 6: 1.106, -0.208, 0.376, -0.237, -0.226, -0.257